# 1
DFT (the ωB97M-V functional and the def2-TZVPD basis) results for a structure of composition C53H100F24MgN8O18S8 in a non-equilibrium geometry.

- E_HOMO: -10.49 eV
- E_LUMO: -6.3 eV

ORCA input file:
```
! wB97M-V def2-TZVPD RIJCOSX def2/J DEFGRID3
* xyz 2 1
C 4.420 0.811 9.067
C 3.245 2.826 6.871
F -0.258 13.147 5.354
N -2.001 13.041 -0.870
C 10.626 8.708 2.847
C -6.585 16.128 6.258
H 4.225 6.882 1.799
H 5.483 8.420 2.991
S 6.897 9.236 8.478
O -4.883 6.082 -2.220
C 5.262 15.190 4.564
H 2.820 4.710 6.058
O 6.700 10.063 7.254
C -6.513 16.579 7.741
H -5.731 6.685 11.032
H 4.292 15.116 6.545
F 5.203 7.715 9.872
H -2.660 9.669 11.331
C -9.680 15.539 5.991
H 8.140 9.343 1.893
H -8.034 15.481 8.550
H 6.105 15.450 6.392
C -0.454 13.203 -3.375
S -7.453 10.998 2.637
H 4.409 16.552 10.196
H 6.704 2.795 7.315
C 5.731 17.149 8.619
H 5.110 0.140 9.578
H -5.274 8.077 12.141
F 0.198 14.252 -3.896
C -9.970 17.987 5.431
H -10.697 15.604 6.379
N -3.453 7.675 -0.817
H 6.949 6.406 3.539
H -5.375 10.344 9.952
O 9.977 9.066 8.751
F -2.947 14.174 1.631
H 4.752 4.141 7.969
F -1.722 13.144 -3.714
H -2.868 11.988 12.461
H 6.984 17.531 6.488
H 2.731 0.239 10.396
H -10.465 20.265 3.520
H 10.608 8.764 3.935
H 7.064 1.398 8.312
H -7.781 17.112 9.375
H 6.526 17.863 4.810
H 1.729 4.374 7.378
O -6.198 10.646 1.951
H 3.691 18.815 5.517
C -9.766 18.193 3.906
C 5.795 8.277 1.956
C -3.306 6.044 9.855
C 6.020 6.589 -0.463
H 3.423 3.404 8.925
C -5.265 7.968 8.625
H 4.675 0.872 11.808
O 8.746 7.722 10.469
H -2.615 8.081 9.632
H -4.026 9.707 12.303
C -7.835 16.547 8.445
H 1.473 3.561 5.912
H 4.409 18.586 7.697
H 3.321 1.720 12.175
H -10.045 17.227 3.485
H 7.886 8.388 3.407
H 6.216 6.432 -1.524
H 6.113 19.054 5.982
F -3.367 16.215 0.950
H 5.426 3.167 12.009
F -1.395 7.203 -2.868
C -4.006 5.809 8.521
H 6.121 16.137 8.512
F 9.621 5.948 7.196
N 5.112 2.147 8.686
O -2.888 4.957 -0.852
C 5.092 15.678 6.062
H -2.308 5.606 9.888
O -2.345 15.503 -1.953
C 4.818 2.941 11.133
F -4.840 6.902 1.702
H -3.799 9.884 9.308
H 6.086 16.787 10.672
C -3.389 11.668 11.558
C 3.757 17.750 5.296
Mg -2.870 10.391 0.525
H -11.713 19.109 3.759
F 4.513 8.143 7.870
F -0.251 11.919 7.257
O -1.919 6.478 0.882
F 4.465 9.680 9.475
F -8.112 8.966 0.962
O -1.320 10.708 3.659
O -4.194 14.203 -0.946
H 5.203 14.102 4.530
O -4.780 8.503 -2.735
S -2.974 6.150 -0.043
H -9.811 15.405 4.917
C -2.553 15.138 0.775
H 7.668 8.023 -0.201
C 6.276 1.886 7.739
H -9.634 18.910 5.904
H -4.276 12.282 11.401
H -6.036 5.958 9.198
H 6.233 15.577 4.257
H -10.748 19.147 2.234
H 5.878 5.611 -0.004
H 6.012 5.555 2.317
S -2.715 14.436 -0.965
C -10.722 19.224 3.321
O 7.340 10.082 9.600
H -6.177 8.565 8.609
H -4.111 4.740 8.339
S 9.081 7.947 9.038
C 3.353 1.091 10.122
H 4.129 3.771 10.977
N -4.664 8.227 10.117
F -2.586 5.811 -3.878
C 5.267 17.217 10.097
H 2.571 1.765 9.774
C 4.165 15.756 3.552
H 3.999 7.066 -0.672
H 3.612 17.023 7.949
C 6.916 6.141 2.482
N 7.112 7.431 1.754
C 9.624 7.769 2.230
C 4.045 1.643 11.364
H -9.086 14.745 6.444
C 7.322 7.094 0.252
H 6.697 2.247 10.201
C 4.148 3.248 8.126
F -9.204 8.985 2.815
H 10.349 9.705 2.505
H -4.707 8.433 7.812
C -2.571 7.051 -3.433
C -3.276 7.488 10.264
S -0.394 13.446 -1.418
S -0.601 10.550 4.919
O 0.529 12.440 -0.878
H 4.969 8.573 -0.636
H 4.721 17.844 3.245
C -0.811 12.137 6.027
C -9.051 17.246 7.710
O -7.479 10.726 4.046
S -4.088 7.286 -2.211
F -2.752 7.846 -4.504
C 4.572 7.734 1.215
H -5.716 16.073 8.285
C 2.278 3.908 6.560
H 5.041 18.234 10.418
H -8.862 18.311 7.847
C 8.227 8.368 2.372
C -4.461 9.791 10.169
H -2.655 12.034 10.840
O 0.107 14.804 -1.145
H 2.942 17.605 3.422
C -8.676 9.754 1.890
F 9.749 5.329 9.349
H -10.039 17.062 8.133
H 8.053 6.293 0.140
H -6.649 8.178 10.960
F -1.329 15.417 1.114
H -8.757 18.578 3.760
C 9.976 6.285 8.448
H 3.884 2.700 5.996
F 11.294 6.468 8.352
O 0.859 10.561 4.684
H 3.161 15.361 3.705
C -5.400 6.418 8.442
H -3.778 5.476 10.657
H -7.517 18.056 5.547
H 5.905 1.138 7.039
H 2.949 17.146 5.709
H -5.589 16.287 5.845
F 0.203 12.095 -3.728
C 4.545 17.505 7.658
H -6.239 17.632 7.815
C -4.452 5.779 1.153
C 5.109 8.606 8.921
H 4.446 15.448 2.545
F -5.471 5.190 0.417
C -7.658 16.976 5.523
C -3.631 10.160 11.393
H 3.933 0.352 8.206
C -5.663 7.764 11.172
H 9.714 6.765 2.644
C 5.781 2.783 9.950
H 11.627 8.454 2.498
H 9.837 7.578 1.178
H 5.987 9.312 1.673
C 4.882 7.553 -0.260
H -6.667 15.041 6.250
N 7.562 7.918 8.212
O -1.061 9.325 5.600
F -9.707 10.383 1.356
F -4.008 4.887 2.069
H 3.727 8.406 1.366
H -5.793 6.263 7.437
C 3.930 17.339 3.799
H -2.941 7.686 11.282
H 2.810 1.831 6.958
N -9.102 16.960 6.162
H -3.345 6.144 7.721
H -7.805 16.603 4.510
H -11.006 17.783 5.700
N 4.925 17.246 6.204
H 7.827 5.548 2.398
F -2.127 12.309 6.254
C 6.221 17.978 5.850
H 6.159 3.752 9.623
H 6.523 17.896 8.574
O -7.890 12.384 2.368
*
```

Atom charges from the Löwdin analysis, given in e for atoms 1 to 99: -0.082 -0.221 0.127 -0.337 -0.084 -0.127 0.113 0.140 0.522 -0.279 -0.132 0.086 -0.372 -0.213 0.087 0.141 0.137 0.099 0.042 0.134 0.110 0.116 -0.624 0.473 0.076 0.114 -0.226 0.143 0.098 0.146 -0.128 0.103 -0.340 0.109 0.140 -0.302 0.094 0.138 0.158 0.080 0.098 0.129 0.080 0.090 0.103 0.122 0.100 0.082 -0.394 0.132 -0.221 -0.101 -0.175 -0.151 0.102 -0.039 0.121 -0.340 0.139 0.101 -0.169 0.089 0.131 0.119 0.117 0.138 0.127 0.116 0.120 0.130 0.142 -0.187 0.109 0.098 -0.224 -0.274 -0.066 0.127 -0.297 -0.144 0.154 0.127 0.083 -0.082 -0.075 1.497 0.079 0.160 0.089 -0.330 0.091 0.120 -0.386 -0.331 0.119 -0.337 0.668 0.107 -0.668

=====

# 2
DFT (the ωB97M-V functional and the def2-TZVPD basis) results for a structure of composition C19H30Cl2NO4P2Ru in a non-equilibrium geometry.

- <S²>: 8.7907
- E_HOMO (alpha / beta): -4.23 / -8.47 eV
- E_LUMO (alpha / beta): 0.0 / -3.0 eV

ORCA input file:
```
! wB97M-V def2-TZVPD RIJCOSX def2/J DEFGRID3
* xyz 0 6
H -3.008 0.934 -2.166
H 2.831 -0.933 -2.121
H 4.258 -0.643 -1.057
C 0.219 3.437 -3.054
H 2.802 0.455 2.310
H 0.818 -5.121 1.911
H -4.350 0.760 0.504
C -0.230 -4.074 3.483
H 3.250 -2.111 -0.811
Ru 0.008 -0.031 0.480
H -1.961 -1.971 -4.642
C 1.354 3.111 -2.311
H -0.201 -1.495 -0.069
Cl 1.652 4.277 2.465
C 1.272 2.038 -1.413
H -3.920 -1.634 -0.647
C -0.170 -1.840 1.730
O -0.338 1.863 1.705
H -1.845 2.880 -3.492
C 0.420 -3.078 1.376
C 3.246 -1.055 -1.089
C -2.360 1.261 -1.379
O -2.735 -1.465 -4.860
H 2.283 3.650 -2.376
H 0.824 3.249 4.440
H 0.282 4.238 -3.809
C -1.020 1.780 -1.863
H 1.442 -0.761 -4.261
O 0.818 1.077 3.498
C 0.273 1.966 2.819
C 0.436 3.395 3.436
Cl -1.104 4.267 3.542
O 1.431 -1.665 -4.634
H 3.373 1.670 -1.118
H 1.269 -2.268 -3.848
H -2.523 -1.801 -1.767
C 0.366 -4.166 2.230
C -3.371 0.646 1.008
H -1.301 -2.749 4.812
H -2.993 1.637 1.314
C -2.827 -1.625 -0.725
C -0.829 -2.849 3.841
C 2.439 1.620 -0.545
H -2.413 -2.413 -0.081
C -0.957 2.725 -2.880
P 2.202 -0.129 0.063
H -3.475 -0.014 1.889
P -2.136 -0.067 -0.123
N 0.093 1.392 -1.209
H -1.292 -0.817 3.246
H -0.233 -4.916 4.181
H 0.914 -3.179 0.405
H 4.250 0.083 1.260
H -2.933 2.112 -0.941
H 3.195 -1.237 1.903
H 2.500 2.267 0.356
C 3.225 -0.201 1.541
C -0.809 -1.752 2.959
H -2.410 -0.733 -5.415
*
```

And the Löwdin charges, in e, turn out to be: 0.081 0.046 0.054 -0.147 0.033 0.108 0.064 -0.081 0.044 0.881 0.009 -0.064 0.009 0.586 -0.368 0.056 -0.290 -0.169 0.107 -0.165 -0.237 -0.255 -0.062 0.101 0.059 0.092 -0.362 0.033 -0.018 -0.768 -1.005 0.582 -0.093 0.090 0.058 0.046 -0.112 -0.244 0.102 0.049 -0.232 -0.083 -0.264 0.036 -0.082 0.768 0.047 0.789 -0.085 0.090 0.106 0.079 0.061 0.103 0.055 0.071 -0.235 -0.126 0.048

=====

# 3
DFT (the ωB97M-V functional and the def2-TZVPD basis) results for the molecule C5H6O2 in a non-equilibrium geometry.

- E_HOMO: -10.17 eV
- Energy relative to the best compared isomer or geometry (same formula, charge and spin): 102.2 kcal/mol
- E_LUMO: 0.2 eV

ORCA input file:
```
! wB97M-V def2-TZVPD RIJCOSX def2/J DEFGRID3
* xyz 0 1
H 0.946 -1.655 1.847
O -1.559 1.559 -1.216
H -0.896 0.555 -2.852
H -0.810 -1.125 0.073
C -0.176 -0.359 0.550
C 1.137 -0.962 1.030
C -0.666 1.098 -1.918
H 1.627 -1.472 0.197
H -1.645 0.659 1.300
C 0.790 1.073 -1.523
H 1.785 -0.152 1.378
C 0.304 0.543 -0.496
O -0.838 0.238 1.630
*
```

And the Löwdin charges, in e, turn out to be: 0.091 0.025 0.129 0.168 -0.428 -0.029 -0.334 0.096 0.104 0.116 0.099 -0.042 0.002

=====

Question: Which formula does entry 1 have?
Answer: C53H100F24MgN8O18S8